[1]
Below is a molecular structure, C34H26FN4OSn at a distorted geometry, with properties calculated with ωB97M-V/def2-TZVPD.

```
! wB97M-V def2-TZVPD RIJCOSX def2/J DEFGRID3
* xyz 1 1
Sn -0.07525 0.18831 0.44191
O 0.51250 -3.10427 3.01402
C 0.51506 -2.01208 2.46929
N -0.41505 -1.51676 1.61303
C -1.56695 -2.34825 1.31028
C -1.88056 -2.27185 -0.16155
C -2.51287 -3.30106 -0.84602
C -2.73598 -3.17453 -2.20461
C -2.34049 -2.01145 -2.85550
C -1.73392 -1.02260 -2.11868
N -1.50114 -1.15223 -0.79519
C 1.59302 -1.00243 2.81567
C 2.56431 -1.29621 3.75270
C 3.47795 -0.30875 4.08860
C 3.39368 0.93328 3.47655
C 2.40498 1.14104 2.53432
N 1.52040 0.18746 2.21196
H -2.44743 -1.98991 1.86214
H -1.39293 -3.37627 1.61734
H -2.80804 -4.19273 -0.30645
H -3.20505 -3.98037 -2.75797
H -2.49533 -1.87622 -3.91667
H -1.42173 -0.09088 -2.57776
H 2.56482 -2.28066 4.20216
H 4.24760 -0.50270 4.82625
H 4.08174 1.73254 3.72187
H 2.30246 2.09532 2.02562
C -1.86594 2.36395 3.67956
C -2.39325 3.49234 3.06177
C -2.37569 3.60664 1.67735
C -1.80522 2.60238 0.89232
C -1.21747 1.51597 1.52273
C -1.26163 1.37762 2.90667
C -1.85216 2.63926 -0.60146
C -2.79937 3.45874 -1.26520
C -2.85181 3.45774 -2.61980
C -1.96269 2.64377 -3.35936
C -1.97487 2.59706 -4.77618
C -1.12130 1.77530 -5.44947
C -0.19795 0.98345 -4.72664
C -0.16105 1.02027 -3.36222
C -1.06057 1.84032 -2.63668
N -1.03725 1.83361 -1.25586
H -1.90807 2.25960 4.75725
H -2.82583 4.28673 3.65827
H -2.79663 4.49356 1.22134
H -0.83303 0.50338 3.38289
H -3.49888 4.05149 -0.69383
H -3.58152 4.06420 -3.14555
H -2.66647 3.23897 -5.31154
H -1.14052 1.72883 -6.53186
H 0.49473 0.34841 -5.26510
H 0.57284 0.44254 -2.81911
F 5.13518 -3.97943 1.25255
C 4.26714 -3.08943 0.74020
C 4.62610 -1.75986 0.70033
C 3.72529 -0.84383 0.17263
C 2.48197 -1.24510 -0.30575
C 1.50235 -0.25721 -0.88915
C 2.17069 -2.60364 -0.26637
C 3.05515 -3.53563 0.26282
H 5.59864 -1.45650 1.07195
H 4.00744 0.20237 0.11350
H 0.93279 -0.68679 -1.71148
H 1.94577 0.69465 -1.17647
H 1.20905 -2.93941 -0.64901
H 2.81824 -4.59207 0.30068
*
```

Gap between HOMO and LUMO   7.916 eV
ΔE to the lowest compared entry with this formula, charge and spin   77.3 kJ/mol

---

[2]
Below is a molecular structure, C34H27Cl2N4O2PdS2, with properties calculated with ωB97M-V/def2-TZVPD.

```
! wB97M-V def2-TZVPD RIJCOSX def2/J DEFGRID3
* xyz 1 1
Pd -1.26177 1.00286 -0.70171
Cl -0.48521 0.31114 -3.61572
C -2.07108 -0.09951 -4.21105
C -2.14992 -0.43274 -5.55394
C -3.37122 -0.76119 -6.11069
C -4.50566 -0.73973 -5.31623
C -4.40645 -0.39708 -3.98105
Cl -5.86740 -0.37607 -3.04713
C -3.18365 -0.07599 -3.36345
S -3.21934 0.26106 -1.64077
H -1.24719 -0.43327 -6.14911
H -3.43929 -1.03381 -7.15491
H -5.47672 -0.98942 -5.72134
C 7.41868 -4.12795 8.49206
O 6.56011 -4.82442 7.60059
C 5.79605 -4.10050 6.75998
C 4.96783 -4.83305 5.90434
C 4.15032 -4.18569 5.00955
C 4.13331 -2.78832 4.94060
C 4.95952 -2.06951 5.79434
C 5.78993 -2.70945 6.70248
C 3.24771 -2.14095 3.97561
N 2.44774 -2.77052 3.14178
C 1.81248 -1.78877 2.43890
C 2.22739 -0.53944 2.84348
N 3.14992 -0.78025 3.83180
C 1.74211 0.66797 2.26556
C 2.13070 1.97412 2.60448
C 1.57591 3.03935 1.94427
C 0.63589 2.80785 0.93627
N 0.26369 1.58975 0.59926
C 0.78098 0.51982 1.25115
C 0.30689 -0.78189 0.84062
N -0.65186 -0.82686 -0.12751
C -1.05447 -2.00180 -0.57681
C -0.55074 -3.20604 -0.07224
C 0.38110 -3.18460 0.92983
C 0.83305 -1.94417 1.40691
H 7.93229 -4.89042 9.06870
H 6.84782 -3.48596 9.16639
H 8.15185 -3.53084 7.94552
H 4.98892 -5.91255 5.96678
H 3.50843 -4.74973 4.34714
H 4.97867 -0.98582 5.77545
H 6.41970 -2.12063 7.35201
H 3.66484 -0.09908 4.36027
H 2.86270 2.14256 3.38415
H 1.85320 4.05460 2.18868
H 0.16745 3.61707 0.39322
H -1.81982 -1.98313 -1.33897
H -0.91919 -4.13719 -0.47781
H 0.78093 -4.09371 1.35888
C -5.88155 2.48247 -6.32115
C -4.77361 2.78600 -5.35405
C -5.04205 2.97973 -3.99935
C -4.02487 3.24291 -3.10004
C -2.72204 3.30743 -3.57210
C -2.42170 3.11587 -4.91271
C -3.45538 2.86574 -5.79887
S -1.38608 3.60127 -2.45560
C -1.68139 5.32740 -2.10473
O -1.78293 2.96794 -1.10811
H -6.81649 2.27989 -5.80124
H -5.63175 1.61403 -6.93207
H -6.04486 3.32380 -6.99695
H -6.06009 2.89705 -3.64035
H -4.23010 3.34881 -2.04289
H -1.39321 3.13416 -5.25398
H -3.23449 2.70194 -6.84655
H -2.68616 5.42585 -1.69748
H -1.58433 5.88298 -3.03619
H -0.93408 5.65862 -1.38617
*
```

Gap between HOMO and LUMO   6.752 eV
ΔE to the lowest compared entry with this formula, charge and spin   0.0 kJ/mol

---

[3]
Below is a molecular structure, C34H27ClCsN2O7PS2, with properties calculated with ωB97M-V/def2-TZVPD.

```
! wB97M-V def2-TZVPD RIJCOSX def2/J DEFGRID3
* xyz -2 1
Cs -0.62559 -1.51238 -0.24536
C 8.25154 -1.51955 1.87750
C 6.97496 -1.58369 1.07484
C 6.99799 -1.56466 -0.31525
C 5.81874 -1.62388 -1.04793
C 4.59899 -1.71833 -0.39539
C 4.55910 -1.71890 0.99409
C 5.74190 -1.65447 1.71768
S 3.08033 -1.74842 -1.36427
O 3.38691 -2.61377 -2.49304
O 2.12114 -2.32141 -0.41251
N 2.80360 -0.31511 -1.82953
C 2.79295 0.75029 -0.82114
C 1.71882 0.76456 0.29474
O 2.07670 0.58164 1.47082
O 0.53323 1.01966 -0.09148
H 9.12197 -1.43797 1.22423
H 8.37451 -2.41465 2.49276
H 8.25128 -0.65776 2.54954
H 7.95168 -1.50198 -0.83156
H 5.82927 -1.61281 -2.13129
H 3.59612 -1.74138 1.48674
H 5.70676 -1.64688 2.80318
H 2.64605 1.68213 -1.37590
H 3.76865 0.81550 -0.31969
Cl -3.80310 0.54959 -2.29090
C -4.06451 2.26933 -2.35215
C -5.20542 2.73377 -2.98330
C -5.42209 4.10267 -3.06704
C -4.49860 4.98121 -2.52316
C -3.36830 4.49451 -1.87562
C -3.12539 3.12981 -1.76344
P -1.67598 2.32188 -0.92695
C -2.41563 2.15995 0.77342
C -3.77030 2.33697 1.05248
C -4.26475 2.14864 2.33828
C -3.41245 1.78758 3.37061
C -2.06157 1.60774 3.10041
C -1.56290 1.78135 1.81710
C -0.60619 3.78463 -0.67631
C 0.45208 3.90723 -1.57553
C 1.33030 4.97797 -1.49491
C 1.16759 5.93395 -0.50077
C 0.12760 5.80991 0.41003
C -0.75350 4.73957 0.32344
H -5.90818 2.02807 -3.40637
H -6.30986 4.47741 -3.56196
H -4.66025 6.05030 -2.59469
H -2.65638 5.18827 -1.44297
H -4.46212 2.62108 0.26973
H -5.32469 2.27699 2.52717
H -3.79895 1.63055 4.37091
H -1.38154 1.30293 3.88744
H -0.51228 1.59797 1.59910
H 0.60094 3.12890 -2.31530
H 2.15790 5.04918 -2.19007
H 1.86265 6.76183 -0.42302
H 0.00817 6.54326 1.19940
H -1.55455 4.63889 1.04726
O -2.87440 -3.43883 2.29599
S -3.56406 -4.09109 1.20481
O -4.97466 -4.35478 1.38099
N -3.26687 -3.40056 -0.20532
C -2.46804 -4.15209 -0.99575
O -2.00350 -3.81212 -2.07931
C -2.13356 -5.48620 -0.36721
C -1.34590 -6.49361 -0.89329
C -1.19800 -7.66372 -0.15665
C -1.82606 -7.81194 1.07958
C -2.60196 -6.78712 1.61085
C -2.73578 -5.63517 0.86320
H -0.85488 -6.34977 -1.84763
H -0.58143 -8.46777 -0.54050
H -1.69676 -8.73180 1.63801
H -3.07944 -6.88308 2.57811
*
```

Gap between HOMO and LUMO   6.153 eV
ΔE to the lowest compared entry with this formula, charge and spin   35.9 kJ/mol

---

[4]
Below is a molecular structure, C34H27ClCuF5N2O2S3SbTe at a distorted geometry, with properties calculated with ωB97M-V/def2-TZVPD.

```
! wB97M-V def2-TZVPD RIJCOSX def2/J DEFGRID3
* xyz -2 2
Cu -1.52308 -1.99422 -2.32715
S -4.67024 -2.45810 0.80238
Sb -4.39320 -3.31340 -1.32180
S -3.55407 -1.51172 -2.80498
S -2.00406 -3.94540 -1.37419
Cl -0.74214 1.82261 -6.55890
C -1.13427 0.19458 -6.10036
C -1.83072 -0.62452 -6.97220
C -2.09618 -1.91923 -6.55060
C -1.64188 -2.33111 -5.31340
N -0.96988 -1.53340 -4.47979
C -0.71862 -0.28757 -4.87347
H -2.14987 -0.26421 -7.93943
H -2.65424 -2.60072 -7.17728
H -1.81828 -3.33545 -4.94947
H -0.17915 0.34599 -4.17838
C 3.23684 3.81543 4.58402
C 2.27796 3.15549 3.62851
C 1.57049 2.02133 3.98509
C 0.76047 1.33158 3.08223
C -0.00862 0.15436 3.61117
C 0.67804 1.78538 1.75949
Te 0.02054 0.68414 -0.01532
N -1.73560 1.25596 -0.52510
C -2.77731 1.79901 0.14524
O -3.70791 2.33981 -0.43632
C -2.80427 1.79056 1.65842
C -2.27413 2.86184 2.37024
C -2.36644 2.89833 3.75401
C -3.02130 1.87815 4.43071
C -3.56486 0.81567 3.72142
C -3.45811 0.76610 2.33831
C 0.13411 -1.20171 0.97706
C -1.00127 -1.95142 1.22110
C -0.89347 -3.21541 1.77998
C 0.35676 -3.72686 2.07568
C 1.49728 -2.98044 1.80702
C 1.41137 -1.70819 1.25604
C 2.66815 -0.89275 1.07155
C 1.31533 2.99021 1.41606
C 1.15780 3.58728 0.03882
C 2.10041 3.65771 2.34625
H 3.10061 3.43959 5.59783
H 3.10434 4.89855 4.58820
H 4.26431 3.60539 4.27724
H 1.65285 1.63456 4.99646
H -0.28352 0.33211 4.65192
H 0.57899 -0.76449 3.57084
H -0.91958 -0.00140 3.04447
H -1.79056 3.67548 1.84147
H -1.92943 3.72004 4.31081
H -3.11547 1.91827 5.51049
H -4.07467 0.01568 4.24477
H -3.89055 -0.06401 1.78559
H -1.99166 -1.56007 1.00387
H -1.79139 -3.79300 1.94719
H 0.45596 -4.71278 2.51423
H 2.47567 -3.39363 2.03222
H 3.52664 -1.52680 0.84662
H 2.88755 -0.33059 1.98446
H 2.56049 -0.16446 0.26949
H 0.13697 3.46634 -0.32919
H 1.81605 3.09467 -0.68229
H 1.40020 4.65022 0.05427
H 2.59994 4.57824 2.05920
F 4.73341 -2.51847 -4.78584
C 3.62941 -2.21859 -4.07144
C 2.58722 -3.12025 -3.95666
F 2.68833 -4.31608 -4.55976
C 1.45192 -2.81927 -3.23212
F 0.50847 -3.75938 -3.18263
C 1.25861 -1.57933 -2.56844
O 0.19570 -1.25922 -1.89127
C 2.36322 -0.70043 -2.72124
F 2.30409 0.52726 -2.16187
C 3.50553 -1.00123 -3.43449
F 4.50798 -0.10862 -3.51706
*
```

Gap between HOMO and LUMO (spin up / spin down)   4.800 / 4.764 eV
Expectation value of S²   0.7569
ΔE to the lowest compared entry with this formula, charge and spin   156.3 kJ/mol

---

[5]
Below is a molecular structure, C34H27Co2N2O6S at a distorted geometry, with properties calculated with ωB97M-V/def2-TZVPD.

```
! wB97M-V def2-TZVPD RIJCOSX def2/J DEFGRID3
* xyz -1 1
C -3.74655 3.01665 2.24723
C -2.75271 1.84785 2.26575
C -1.80095 2.00741 3.45293
C -1.98438 1.67431 0.95399
C -2.92292 1.59836 -0.22142
N -2.14664 1.36187 -1.44512
C -2.70846 1.48643 -2.71446
C -1.81140 1.09649 -3.70856
C -2.15968 1.25931 -5.04665
C -3.43163 1.76308 -5.35878
C -4.34180 2.10659 -4.34474
C -3.97972 1.97624 -3.00039
S -0.32182 0.50122 -3.02149
C -0.96855 0.67739 -1.40665
N -0.44894 0.16344 -0.34073
C -1.05549 0.46276 0.95301
C -1.72819 -0.77048 1.53348
C -1.29575 -1.27369 2.76042
C -2.05225 -2.26321 3.40003
C -3.21076 -2.76108 2.78799
C -3.56374 -2.33708 1.50241
C -2.80167 -1.35317 0.86156
H -3.26152 3.95879 1.95453
H -4.59379 2.82612 1.57866
H -4.15580 3.15266 3.25658
H -3.33786 0.92364 2.41635
H -1.04036 2.77393 3.24700
H -2.36843 2.32737 4.33539
H -1.29742 1.07137 3.71450
H -1.32565 2.54873 0.82949
H -3.66887 0.79681 -0.08796
H -3.47369 2.53497 -0.35329
H -1.42095 1.00960 -5.80569
H -3.70716 1.89745 -6.40462
H -5.32760 2.48813 -4.60867
H -4.66080 2.25072 -2.19443
H -0.20541 0.71530 1.58910
H -0.38977 -0.85867 3.22399
H -1.73045 -2.62461 4.38183
H -3.82096 -3.50230 3.30943
H -4.43330 -2.75307 0.98751
H -3.05676 -1.01540 -0.14675
O 1.55903 -3.61648 1.60790
C 1.73529 -2.68597 0.94357
Co 1.84128 -1.23157 0.02828
C 0.48147 -1.88530 -0.91933
O -0.42855 -2.44122 -1.37647
C 1.92874 -0.17263 1.41932
O 2.08362 0.44571 2.39199
C 3.58637 -0.94250 -0.67186
C 4.69189 -1.16557 0.24616
C 4.97620 -0.19628 1.23692
C 5.87592 -0.46466 2.26742
C 6.50786 -1.71180 2.33000
C 6.30287 -2.65060 1.31044
C 5.41980 -2.37649 0.26496
C 3.05097 -1.49521 -1.87291
C 2.76948 -2.71140 -2.40638
Co 3.00033 0.24147 -1.90489
C 1.93061 1.45859 -1.07598
O 1.40690 2.41752 -0.68702
C 2.51937 -0.11483 -3.53137
O 2.28399 -0.44406 -4.62267
C 4.39600 1.15916 -2.41710
O 5.26178 1.83013 -2.79540
H 4.45678 0.76497 1.18919
H 6.06879 0.30003 3.02630
H 7.16744 -1.94525 3.16526
H 6.83220 -3.60454 1.32163
H 5.25323 -3.10732 -0.52940
H 2.56875 -2.82029 -3.47325
H 2.98211 -3.59586 -1.79801
*
```

Gap between HOMO and LUMO   5.119 eV

---

[6]
Below is a molecular structure, C34H27DyF5N4S4, with properties calculated with ωB97M-V/def2-TZVPD.

```
! wB97M-V def2-TZVPD RIJCOSX def2/J DEFGRID3
* xyz -1 6
Dy -0.14835 -0.84794 -0.21474
S 3.28155 -2.36343 -0.21522
C 3.17687 -2.44363 1.50277
C 4.25084 -2.04962 2.32124
C 4.14624 -2.04575 3.69794
C 2.97329 -2.46816 4.32103
C 1.91096 -2.89024 3.54123
C 2.00475 -2.87737 2.15248
S 0.52843 -3.33996 1.26947
C 1.08752 -4.42831 -0.07655
C 1.34278 -3.83210 -1.43596
C 2.18322 -4.58241 -2.27682
C 2.24851 -4.28855 -3.61130
C 1.43169 -3.27844 -4.10835
C 0.59353 -2.60125 -3.24151
C -0.34181 -1.59510 -3.83544
S 0.07163 0.10410 -3.27751
C -1.51306 0.90962 -3.23656
C -1.60327 2.12845 -3.90410
C -2.76973 2.87241 -3.87090
C -3.87129 2.37674 -3.18127
C -3.78396 1.16959 -2.51439
C -2.60110 0.41431 -2.49732
S -2.56563 -1.07607 -1.59386
N 0.54171 -2.85972 -1.91345
H 5.15005 -1.70367 1.82681
H 4.98304 -1.70260 4.29720
H 2.89390 -2.48135 5.40052
H 0.98370 -3.21916 3.99598
H 0.26770 -5.14762 -0.16812
H 1.97298 -4.95499 0.27060
H 2.80000 -5.35620 -1.84074
H 2.90885 -4.83984 -4.26925
H 1.43183 -3.02971 -5.16024
H -1.36101 -1.77900 -3.50095
H -0.28007 -1.61872 -4.92127
H -0.73908 2.48633 -4.45114
H -2.82064 3.82953 -4.37508
H -4.79865 2.93678 -3.15726
H -4.62610 0.78541 -1.95200
C -2.10459 2.13396 0.34791
N -0.81107 1.55800 -0.03883
C 0.14376 2.40816 -0.24191
C 1.43841 2.03027 -0.63822
C 2.52596 2.86227 -0.94516
C 3.54229 2.01846 -1.37129
C 3.02698 0.71719 -1.29213
N 1.77047 0.70421 -0.83176
C -2.05055 3.03303 1.56537
C -1.31063 2.66686 2.68819
C -1.25997 3.49269 3.79954
C -1.95036 4.69787 3.81138
C -2.69427 5.06589 2.70157
C -2.74092 4.23943 1.58666
H -2.79058 1.30865 0.54428
H -2.51908 2.69137 -0.49739
H -0.03598 3.48082 -0.13001
H 2.54084 3.94038 -0.86938
H 4.52979 2.29391 -1.70845
H 3.53652 -0.19455 -1.54713
H -0.77891 1.72493 2.68808
H -0.68210 3.19064 4.66491
H -1.91409 5.33952 4.68307
H -3.23794 6.00329 2.70186
H -3.31541 4.53680 0.71617
N 2.14339 0.70812 2.30755
C 1.46337 0.00499 1.68952
H 2.82302 1.31347 2.71025
F -1.25600 -0.49612 1.92627
C -2.06329 -1.67424 2.29910
F -2.05742 -2.32272 1.02145
C -3.46012 -1.08995 2.41088
F -3.98928 -0.51944 1.29775
F -4.33037 -2.04731 2.78872
F -3.47365 -0.13315 3.36523
*
```

Gap between HOMO and LUMO (spin up / spin down)   6.840 / 6.839 eV
Expectation value of S²   9.3418